Molecular formula: C33H63IN3O
Method: DFT, ωB97M-V with the def2-TZVPD basis set

XYZ file:
```
101
Properties=species:S:1:pos:R:3:forces:R:3:lowdin_charge:R:1
C 1.90187 -1.16834 1.20462 0.562 -0.707 0.497 -0.131
C 1.43781 -2.63681 1.58257 -1.225 0.206 -0.312 -0.250
C 1.09759 -3.56339 0.32640 0.094 -0.799 0.675 -0.230
C 2.36797 -4.10484 -0.45324 0.455 0.385 0.548 -0.198
C 3.23604 -3.00278 -1.19937 -0.057 -0.344 -0.988 -0.205
C 2.40096 -1.91231 -1.99717 0.837 0.340 -0.746 -0.223
C 2.65547 -1.94818 -3.58247 -1.175 -0.108 0.313 -0.194
C 1.63309 -0.96731 -4.35052 0.485 -0.057 0.194 -0.203
C 1.28809 0.32621 -3.50107 0.747 0.051 -0.902 -0.224
C 0.65992 1.52111 -4.33449 -1.475 0.000 0.442 -0.190
C -0.60110 2.04617 -3.48916 0.424 0.173 0.121 -0.231
C -0.21359 2.53910 -2.02529 0.355 -0.636 0.342 -0.199
C -0.78758 1.63661 -0.84278 0.104 1.045 0.642 -0.208
C -2.21600 2.14357 -0.29503 0.859 0.075 0.386 -0.205
C -3.03312 1.01368 0.47255 -0.242 0.826 0.429 -0.202
C -4.33875 0.48376 -0.24644 0.239 0.368 0.053 -0.241
C -4.13118 -0.33333 -1.59523 -0.757 -1.046 1.021 -0.663
I -4.29961 1.14870 -3.23315 0.149 -0.442 0.262 0.979
C -5.37550 -1.31308 -1.74517 0.446 0.579 -0.137 -0.183
C -5.31410 -2.33287 -2.96322 -3.046 -1.236 0.253 -0.435
C -6.11960 -3.65462 -2.47075 0.073 0.260 -0.053 -0.035
C -6.17485 -1.80462 -4.21211 0.451 0.321 0.421 -0.074
N -3.95668 -2.79891 -3.34085 0.604 2.867 -0.031 -0.120
O -3.48867 -2.21995 -4.41417 -0.565 -0.790 0.227 -0.030
C -2.95187 -2.65782 -2.25696 2.492 -0.653 1.007 -0.431
C -3.13371 -3.64844 -1.02769 -0.323 0.122 -0.253 -0.037
C -1.52926 -3.04526 -2.91292 0.102 -0.580 1.440 -0.026
C -2.78670 -1.17946 -1.68347 0.064 0.636 -1.106 -0.134
H 2.99681 -1.20055 0.90044 -1.394 0.265 0.167 0.065
H 1.84169 -0.50623 2.12353 -0.123 -0.711 -1.271 0.050
H 1.26020 -0.78541 0.36071 0.737 -0.206 0.911 0.059
H 0.44924 -2.52287 2.14109 1.162 -0.166 -0.569 0.103
H 2.12420 -3.16644 2.30901 -0.536 0.720 -0.998 0.091
H 0.30924 -3.09658 -0.34948 1.156 -0.329 0.782 0.072
H 0.58511 -4.48237 0.76815 0.561 1.022 -0.588 0.108
H 2.10605 -4.93906 -1.17822 0.077 1.099 0.797 0.109
H 3.04969 -4.57056 0.33239 -0.858 0.396 -0.938 0.111
H 3.98596 -2.47765 -0.53401 -1.030 -0.739 -0.489 0.098
H 3.86314 -3.55820 -1.97341 -0.633 0.636 0.979 0.105
H 1.28508 -1.98145 -1.86971 1.141 -0.082 0.187 0.083
H 2.74333 -0.89984 -1.60896 -0.704 -1.166 -0.517 0.098
H 3.72860 -1.69710 -3.83935 -1.179 -0.234 0.352 0.110
H 2.42147 -2.99570 -3.96463 0.563 1.146 0.522 0.110
H 2.13811 -0.71062 -5.33154 -0.778 -0.033 0.997 0.108
H 0.65750 -1.50004 -4.59458 1.252 0.526 0.252 0.101
H 2.25880 0.69385 -3.03989 -1.243 -0.428 -0.286 0.116
H 0.56608 0.02625 -2.68620 0.933 0.392 -0.769 0.083
H 0.22195 1.19574 -5.33313 0.756 0.131 1.133 0.111
H 1.39026 2.35001 -4.54828 -0.607 -0.843 0.332 0.106
H -1.15363 2.88625 -3.99872 0.537 -0.998 0.236 0.100
H -1.29475 1.15667 -3.41055 0.609 1.102 -0.118 0.037
H -0.54812 3.60211 -1.82779 0.354 -1.121 -0.337 0.109
H 0.92124 2.52453 -1.92349 -1.346 0.135 -0.197 0.106
H -0.77218 0.53372 -1.06348 -0.121 1.152 -0.028 0.069
H -0.07115 1.78792 0.03166 -0.835 -0.417 -0.981 0.108
H -2.80655 2.69610 -1.08492 0.531 -0.942 0.750 0.069
H -1.95068 2.93525 0.48066 -0.402 -0.861 -0.985 0.107
H -3.38468 1.49080 1.44627 0.297 -0.710 -1.142 0.111
H -2.31214 0.20079 0.79672 -0.938 0.735 -0.505 0.105
H -4.93928 -0.12996 0.49898 0.820 0.433 -0.919 0.118
H -4.99407 1.37470 -0.49977 0.766 -1.003 0.434 0.086
H -5.46428 -1.87342 -0.76353 0.232 0.557 -1.114 0.106
H -6.32621 -0.70168 -1.85984 1.152 -0.750 0.212 0.120
H -5.39856 -4.50665 -2.32865 -0.798 0.847 0.012 0.077
H -6.85492 -3.95866 -3.26502 0.701 0.223 0.867 0.073
H -6.68730 -3.45062 -1.50836 0.676 -0.363 -1.169 0.087
H -6.44755 -2.65712 -4.89196 0.422 0.880 0.617 0.083
H -7.12527 -1.35558 -3.79182 0.981 -0.664 -0.427 0.092
H -5.65755 -0.99441 -4.78983 -0.434 -0.944 0.555 0.023
H -2.91481 -4.69304 -1.40025 -0.428 1.014 0.647 0.099
H -4.15856 -3.58117 -0.55817 1.063 -0.259 -0.586 0.074
H -2.39568 -3.37235 -0.20890 -0.748 -0.404 -1.163 0.088
H -1.62541 -3.81967 -3.72298 -0.002 1.052 0.669 0.099
H -0.92792 -2.14675 -3.21466 -0.807 -0.946 -0.091 0.059
H -0.94019 -3.54862 -2.07447 -0.567 0.646 -1.063 0.069
H -2.22901 -1.27857 -0.70626 -0.917 0.236 -0.894 0.112
H -2.08785 -0.59932 -2.36797 -0.845 -0.861 0.809 0.072
C 3.24394 1.73651 6.04782 -0.071 -0.111 0.078 -0.123
C 4.59441 1.49116 5.38452 -0.156 0.063 0.213 -0.274
C 4.47209 0.90171 3.97650 -0.260 -0.646 0.323 -0.175
C 3.77114 -0.41686 4.03098 -0.258 -0.674 -0.215 -0.211
N 3.22631 -1.44109 4.07395 0.822 1.411 0.129 0.167
H 2.68462 0.80723 6.18072 0.025 0.020 -0.111 0.072
H 3.38081 2.18205 7.03291 -0.018 -0.041 -0.106 0.051
H 2.63108 2.41794 5.44905 -0.009 -0.026 0.020 0.071
H 5.18206 0.81908 6.01602 0.038 0.048 -0.117 0.117
H 5.13697 2.43615 5.33140 0.071 -0.179 -0.099 0.074
H 5.46320 0.75792 3.54109 -0.118 -0.100 -0.060 0.115
H 3.91062 1.57632 3.32499 -0.043 -0.132 -0.013 0.115
C 3.13261 7.31822 7.02414 -0.014 0.051 0.036 -0.111
C 3.87401 7.02815 5.72355 -0.069 0.296 0.210 -0.268
C 3.83104 5.54933 5.33056 0.427 -0.183 0.560 -0.181
C 4.47476 4.71907 6.39314 1.604 -2.042 2.593 -0.208
N 4.99103 4.06848 7.24377 -1.922 2.720 -3.212 0.161
H 3.58406 6.79488 7.86994 -0.035 -0.034 -0.072 0.071
H 3.16456 8.38607 7.24909 -0.043 -0.063 -0.027 0.073
H 2.08382 7.01705 6.95318 0.055 0.021 0.032 0.078
H 4.91313 7.35304 5.82710 -0.042 -0.089 -0.105 0.113
H 3.43009 7.62223 4.92044 0.064 -0.129 -0.049 0.109
H 4.36266 5.39467 4.38898 -0.002 -0.134 0.090 0.117
H 2.79858 5.21764 5.19589 0.072 -0.072 0.076 0.116
```
Positions in Å, forces in eV/Å.

## Properties
Total energy = -1832.1707 a.u.
LUMO level (spin up / spin down) = 0.35 / 0.09 eV
Spin multiplicity = 2
Expectation value of S² = 0.754